A cluster of 3 separate species, C2H8O2 in total at a distorted geometry. Source: the Open Molecules 2025 dataset; level of theory: wB97M-V/def2-TZVPD.

Last column: Mulliken charge in e.
Positions of all 12 atoms, in Å:
1 O 1.69494 0.58107 1.15013  -0.740
2 H 2.44724 0.75315 0.57903  0.280
3 H 0.99408 0.29508 0.50968  0.479
4 H 2.74562 5.90802 -0.82916  0.010
5 C -1.12171 -0.44172 -0.06626  -0.175
6 O 0.07340 -0.12108 -0.58885  -0.708
7 C -1.72174 -1.56828 -0.66406  -0.271
8 H -1.87545 0.37299 -0.12186  0.280
9 H -0.83762 -0.62578 1.00218  0.337
10 H -2.74784 -1.91156 -0.77612  0.272
11 H -1.05910 -2.19336 -1.25941  0.247
12 H 2.95156 5.59220 -0.19162  -0.010

The calculation puts the LUMO energy at -2.63 eV. The total energy is -6292.969 eV. The calculation puts the HOMO-LUMO gap at 6.65 eV. The net charge is 0. For the relative energy (zero: lowest compared OMol25 entry of this formula, charge and spin), the calculation gives 525.04 kJ/mol. The HOMO energy comes out at -9.3 eV.